ORCA calculation (wB97M-V/def2-TZVPD) on a structure of composition C15H39Hg3NO13 in a non-equilibrium geometry.

```
71
Properties=species:S:1:pos:R:3:lowdin_charge:R:1
Hg 10.123 5.329 5.725 1.38
Hg 12.840 3.664 3.144 1.29
Hg 12.291 2.592 7.193 1.13
C 10.646 2.690 4.865 -0.84
O 10.211 2.989 6.077 -0.34
O 10.502 3.656 3.998 -0.19
O 11.747 2.017 4.721 -0.23
C 9.694 6.272 8.767 -0.19
C 9.365 7.419 7.851 -0.11
O 10.303 7.418 6.681 -0.13
O 9.512 5.029 8.066 -0.16
H 9.131 6.370 9.700 0.16
H 10.728 6.368 9.131 0.15
H 9.616 8.325 8.401 0.16
H 8.381 7.357 7.399 0.15
H 11.177 7.287 7.087 0.11
H 10.056 4.341 8.469 0.08
C 12.925 6.249 1.045 -0.14
C 14.270 6.264 1.752 -0.17
O 14.664 4.894 2.016 -0.14
O 12.017 5.319 1.710 -0.13
H 13.019 5.915 0.013 0.15
H 12.513 7.255 1.073 0.15
H 14.082 6.768 2.708 0.13
H 15.016 6.779 1.152 0.15
H 15.529 4.964 2.440 0.11
H 11.321 5.837 2.128 0.10
C 6.499 1.897 6.477 -0.16
C 6.293 3.438 6.904 -0.19
O 5.595 4.130 5.978 0.08
O 7.151 1.766 5.285 0.07
H 5.495 1.472 6.462 0.15
H 7.082 1.433 7.285 0.15
H 7.328 3.788 7.006 0.10
H 5.825 3.397 7.895 0.16
H 4.695 3.770 5.912 0.16
H 8.077 2.018 5.413 0.08
C 11.990 -1.576 3.682 -0.17
C 12.784 -2.693 3.046 -0.20
O 13.960 -2.952 3.776 0.02
O 12.741 -0.341 3.518 -0.12
H 11.972 -1.733 4.763 0.13
H 10.975 -1.511 3.288 0.13
H 13.023 -2.489 1.992 0.14
H 12.189 -3.606 3.044 0.15
H 14.468 -2.132 3.761 0.06
H 12.222 0.398 3.862 0.02
C 11.111 1.856 0.895 -0.05
O 12.410 2.290 1.293 -0.30
C 13.425 1.386 0.864 -0.17
C 14.760 1.725 1.541 -0.13
N 14.529 2.039 2.961 -0.09
C 15.739 2.141 3.836 -0.13
C 16.452 0.785 4.002 -0.20
O 17.091 0.392 2.845 -0.12
C 17.135 -1.005 2.579 -0.01
H 10.867 0.813 1.141 0.10
H 11.069 1.761 -0.200 0.12
H 10.358 2.560 1.228 0.09
H 13.593 1.461 -0.216 0.15
H 13.074 0.362 1.013 0.12
H 15.191 2.568 1.007 0.13
H 15.377 0.835 1.388 0.14
H 14.064 1.178 3.287 0.08
H 15.286 2.387 4.797 0.11
H 16.452 2.893 3.507 0.13
H 15.696 0.097 4.419 0.13
H 17.199 0.875 4.810 0.17
H 17.641 -1.127 1.628 0.12
H 16.121 -1.423 2.560 0.09
H 17.704 -1.547 3.344 0.13
```

* charge: +4
* E_LUMO: -16.920 eV
* molecular weight: 1043.24 Da
* HOMO-LUMO gap: 1.88 eV
* multiplicity: 1
* E_HOMO: -18.80 eV


ORCA calculation (wB97M-V/def2-TZVPD) on a structure of composition C22H36CrF5N3O7Si4Te2 in a non-equilibrium geometry.

```
80
Properties=species:S:1:pos:R:3:mulliken_spin:R:1
Cr -0.421 -0.189 -0.354 0.94
O -0.859 3.806 -1.079 -0.01
C -0.532 2.556 -0.705 -0.01
O -1.263 1.583 -1.022 -0.06
C 0.600 2.322 0.114 -0.13
C 1.573 3.225 0.573 0.18
C 2.658 2.710 1.283 -0.11
C 2.683 1.383 1.646 0.18
C 1.563 0.555 1.329 -0.02
N 0.651 1.005 0.413 -0.09
C 1.635 -0.930 1.276 -0.02
O 2.482 -1.526 1.934 0.00
O 0.729 -1.455 0.536 -0.01
H -1.659 3.754 -1.622 0.00
H 1.490 4.266 0.318 0.01
H 3.487 3.356 1.533 0.00
H 3.512 0.929 2.161 0.02
O -1.723 -0.501 0.998 -0.01
N -2.420 -1.578 0.822 -0.01
N -2.331 -2.092 -0.354 0.02
O -1.721 -1.429 -1.348 0.00
C -2.985 -3.278 -0.650 0.00
C -3.334 -4.154 0.377 0.00
C -3.987 -5.325 0.053 0.00
C -4.299 -5.616 -1.269 0.00
C -3.931 -4.747 -2.285 0.00
C -3.263 -3.578 -1.981 0.00
H -3.065 -3.918 1.394 0.00
H -4.234 -6.029 0.838 0.00
H -4.825 -6.531 -1.502 0.00
H -4.151 -4.983 -3.317 0.00
H -2.949 -2.906 -2.765 0.00
C 5.092 1.606 4.346 0.00
Si 3.365 1.943 5.133 0.00
C 2.732 3.666 4.555 -0.01
C 3.774 2.137 6.996 0.00
Si 1.728 0.176 5.008 0.00
Te 0.129 0.171 3.039 0.09
Si 2.583 -2.041 5.461 0.00
C 4.197 -2.505 4.543 0.00
C 1.175 -3.263 5.045 0.00
C 2.961 -2.164 7.345 0.00
Si -0.042 0.814 6.522 0.01
C -1.503 -0.420 6.432 0.00
C -0.699 2.541 6.014 0.00
C 0.317 0.956 8.409 0.00
H 5.872 2.201 4.815 0.00
H 5.133 1.832 3.286 0.00
H 5.361 0.561 4.473 0.00
H 3.546 4.346 4.318 0.00
H 2.134 4.131 5.332 0.00
H 2.109 3.574 3.670 0.01
H 4.457 2.959 7.185 0.00
H 4.225 1.232 7.385 0.00
H 2.871 2.319 7.565 0.00
H 4.057 -2.352 3.478 0.00
H 4.479 -3.544 4.698 0.00
H 5.032 -1.893 4.873 0.00
H 0.841 -3.084 4.027 0.00
H 0.322 -3.121 5.700 0.00
H 1.472 -4.305 5.110 0.00
H 3.788 -1.516 7.612 0.00
H 3.226 -3.172 7.646 0.00
H 2.104 -1.858 7.932 0.00
H -1.687 -0.689 5.395 0.00
H -2.421 -0.008 6.839 0.00
H -1.284 -1.331 6.979 0.00
H -0.806 2.580 4.934 0.00
H -0.011 3.326 6.306 0.00
H -1.665 2.766 6.454 0.00
H 0.759 0.045 8.796 0.00
H -0.605 1.136 8.955 0.00
H 0.994 1.772 8.629 0.00
F 1.223 -1.998 -3.974 0.00
Te 0.192 -2.050 -2.317 0.00
F 1.854 -2.969 -1.883 0.00
F -0.231 -3.326 -0.816 0.00
F -1.074 -1.302 -3.675 0.00
F -0.531 -3.659 -3.173 0.00
O 0.779 -0.415 -1.894 0.01
```

* charge: -1
* E_LUMO (spin up / spin down): 0.993 / 0.989 eV
* molecular weight: 969.07 Da
* HOMO-LUMO gap (spin up / spin down): 5.79 / 5.85 eV
* multiplicity: 2
* ⟨S²⟩: 0.90
* ΔE to the lowest compared entry with this formula, charge and spin: 152.3 kcal/mol
* E_HOMO (spin up / spin down): -4.79 / -4.86 eV


ORCA calculation (wB97M-V/def2-TZVPD) on a cluster of 3 separate species, C3H14N2O2 in total in a non-equilibrium geometry.

```
21
Properties=species:S:1:pos:R:3:mulliken_spin:R:1
C -1.066 2.516 -0.968 0.11
C -1.186 1.094 -0.291 0.33
N -0.303 0.095 -0.755 -0.54
C -0.328 -1.096 0.112 0.71
N 0.212 -2.347 -0.355 -0.15
H -1.429 2.382 -2.012 0.00
H -1.773 3.158 -0.479 -0.06
H -0.139 2.940 -0.937 -0.02
H -2.194 0.761 -0.346 0.01
H -0.945 1.254 0.872 -0.06
H -0.718 -0.110 -1.647 -0.05
H 0.115 -0.846 1.055 0.28
H -1.284 -1.221 0.608 -0.03
H 1.261 -2.441 -0.260 -0.08
H -0.086 -2.566 -1.330 -0.08
H 1.168 -0.535 4.330 -0.42
H 0.030 -1.388 3.668 -0.20
O 0.219 -0.477 3.842 1.18
H 3.519 0.017 -1.643 -0.08
H 2.019 -0.442 -1.681 0.01
O 2.907 -0.747 -1.782 0.13
```

* charge: -1
* E_LUMO (spin up / spin down): 3.450 / 3.336 eV
* molecular weight: 110.16 Da
* HOMO-LUMO gap (spin up / spin down): 2.35 / 9.24 eV
* multiplicity: 2
* ⟨S²⟩: 0.75
* ΔE to the lowest compared entry with this formula, charge and spin: 34.0 kcal/mol
* E_HOMO (spin up / spin down): 1.10 / -5.90 eV


ORCA calculation (wB97M-V/def2-TZVPD) on a cluster of 12 separate species, C18H42N12O23 in total in a non-equilibrium geometry.

```
95
Properties=species:S:1:pos:R:3:lowdin_charge:R:1
C 0.346 1.887 0.853 0.13
C -0.853 1.904 0.840 -0.13
C -2.300 1.986 0.903 -0.15
C -2.801 0.987 1.977 -0.21
C -2.522 -0.442 1.487 -0.11
C -3.941 -1.075 1.245 -0.16
N -4.900 0.030 1.308 0.06
C -4.306 0.995 2.165 -0.41
O -4.893 1.672 2.970 0.10
H 1.366 1.688 1.078 0.04
H -2.575 2.997 1.199 0.10
H -2.768 1.782 -0.060 0.12
H -2.272 1.264 2.883 0.15
H -1.881 -0.956 2.201 0.11
H -1.986 -0.515 0.544 0.09
H -4.106 -1.834 2.000 0.11
H -3.939 -1.402 0.221 0.07
H -5.061 0.471 0.407 0.10
C -0.424 -4.085 1.988 0.05
N -0.151 -3.094 0.911 -0.44
O -0.909 -3.062 -0.035 0.06
O 0.818 -2.379 1.056 0.06
H -1.312 -4.643 1.720 0.10
H 0.446 -4.730 2.060 0.10
H -0.565 -3.528 2.909 0.10
C -6.724 -1.684 -2.678 0.07
N -5.589 -1.433 -1.751 -0.41
O -5.294 -0.273 -1.520 0.04
O -5.028 -2.403 -1.287 0.06
H -7.112 -0.727 -3.005 0.10
H -6.337 -2.262 -3.512 0.10
H -7.468 -2.252 -2.129 0.11
C 2.232 -0.261 -1.402 0.04
N 3.700 -0.054 -1.278 -0.43
O 4.398 -0.258 -2.252 0.05
O 4.119 0.311 -0.198 0.06
H 2.003 -0.580 -2.410 0.09
H 1.950 -1.017 -0.674 0.08
H 1.751 0.683 -1.172 0.07
C 7.102 -1.079 -1.008 0.05
N 7.798 -2.177 -0.288 -0.43
O 8.027 -2.037 0.897 0.05
O 8.105 -3.160 -0.931 0.05
H 6.897 -0.282 -0.305 0.09
H 7.765 -0.748 -1.802 0.11
H 6.186 -1.484 -1.418 0.08
C -7.017 -2.783 3.211 0.04
N -7.507 -4.008 2.522 -0.46
O -6.744 -4.944 2.418 0.06
O -8.645 -3.981 2.104 0.06
H -5.993 -2.954 3.521 0.08
H -7.079 -1.963 2.501 0.09
H -7.661 -2.607 4.067 0.10
C 10.646 -5.008 -0.861 0.04
N 11.372 -6.068 -0.109 -0.45
O 11.587 -5.879 1.071 0.06
O 11.703 -7.055 -0.730 0.06
H 10.413 -4.200 -0.182 0.07
H 11.299 -4.678 -1.664 0.10
H 9.740 -5.451 -1.260 0.10
C -2.609 -0.819 -3.055 0.04
N -1.141 -0.613 -3.068 -0.42
O -0.527 -0.802 -4.096 0.08
O -0.654 -0.260 -2.013 0.05
H -2.937 -1.126 -4.041 0.10
H -2.811 -1.586 -2.311 0.09
H -3.059 0.122 -2.770 0.06
C -3.611 4.498 3.926 0.05
N -2.854 5.102 2.797 -0.44
O -1.710 4.745 2.611 0.06
O -3.437 5.909 2.100 0.05
H -2.959 3.800 4.436 0.10
H -3.917 5.309 4.580 0.10
H -4.475 3.992 3.506 0.08
C -2.691 7.406 -0.600 0.04
N -3.443 7.878 -1.794 -0.45
O -3.881 7.035 -2.555 0.05
O -3.568 9.073 -1.933 0.07
H -2.672 6.324 -0.613 0.08
H -1.690 7.820 -0.663 0.10
H -3.203 7.771 0.283 0.09
C 11.026 -1.195 1.776 0.05
N 11.452 -0.247 0.711 -0.45
O 10.789 -0.210 -0.308 0.05
O 12.434 0.428 0.928 0.07
H 10.143 -1.713 1.428 0.05
H 11.849 -1.882 1.950 0.10
H 10.817 -0.613 2.668 0.10
C -2.997 3.743 -3.755 0.06
N -3.902 2.617 -3.391 -0.44
O -4.505 2.684 -2.343 0.07
O -3.975 1.691 -4.177 0.04
H -3.041 4.486 -2.969 0.08
H -1.997 3.330 -3.862 0.10
H -3.348 4.148 -4.698 0.11
```

* SMILES: C#CC[C@@H]1CCNC1=O.C[N+](=O)[O-].C[N+](=O)[O-].C[N+](=O)[O-].C[N+](=O)[O-].C[N+](=O)[O-].C[N+](=O)[O-].C[N+](=O)[O-].C[N+](=O)[O-].C[N+](=O)[O-].C[N+](=O)[O-].C[N+](=O)[O-]
* charge: 0
* E_LUMO: -0.680 eV
* molecular weight: 794.59 Da
* HOMO-LUMO gap: 9.39 eV
* multiplicity: 1
* E_HOMO: -10.07 eV


Question: charge of number 2 (C22H36CrF5N3O7Si4Te2)?
Answer: -1